The molecule C4H4N4O, computed with the ωB97M-V functional and the def2-TZVPD basis.

```
13
Properties=species:S:1:pos:R:3:forces:R:3
C 0.7784 -0.0780 -0.8147 1.05 -1.23 0.58
C 1.4869 1.0712 1.0692 0.07 0.18 0.73
C -0.5321 0.1885 1.3023 1.88 0.23 -0.32
C -1.6047 -0.6278 -0.6326 -0.80 -0.10 -0.71
H 0.4043 -1.1372 -2.4245 -0.68 -0.67 0.00
H 2.1388 1.7978 1.5578 0.32 -0.31 -0.42
H -1.3971 -0.1406 1.7976 -1.22 -0.26 0.35
H -1.4975 -0.7850 -1.7540 -0.16 0.09 1.20
N 1.1285 -0.7431 -1.8642 -0.37 2.10 1.51
N 1.7333 0.6596 -0.1199 0.05 0.68 0.20
N 0.4296 0.7316 1.9457 0.18 0.09 -1.00
N -0.4516 -0.0826 -0.0475 -1.05 -0.88 -1.53
O -2.6168 -0.8544 -0.0151 0.71 0.08 -0.58
```
Positions in Å, forces in eV/Å.

Values from the calculation:
Largest force on an atom ... 2.6 eV/A
E_LUMO ... -0.724 eV
E_HOMO ... -9.9053 eV
E_tot ... -449.06148 Eh
SMILES string ... [H]/N=c1/ncncn1C=O
Energy above the lowest of the compared OMol25 structures with the same formula, charge and spin ... 89.23 kJ/mol